A molecular structure, C3H6I3N in a non-equilibrium geometry, computed with the ωB97M-V functional and the def2-TZVPD basis.

Element x y z (Å)
C (0.99584, 1.09319, -0.88251)
C (-1.08472, -1.57547, 0.89688)
C (0.00483, -0.61935, 0.96786)
N (0.12960, -0.05766, -0.88406)
I (-1.25568, -2.54536, 2.78753)
I (1.98442, -1.27160, 1.57034)
I (0.85127, -1.63284, -1.83841)
H (1.93743, 0.92522, -0.48462)
H (1.21893, 1.29547, -1.96966)
H (0.40264, 2.05236, -0.53202)
H (-2.11467, -1.16915, 0.75189)
H (-1.01853, -2.44410, 0.22810)
H (-0.44175, 0.26748, 1.56198)

Cartesian forces (eV/Å) of the 3 atoms listed first:
C -2.3175 2.1855 -2.6249
C -1.8147 -2.0550 -0.0153
C 0.0187 2.7948 -2.5004

Calculated values
Gap between HOMO and LUMO = 0.313 hartree
Total energy = -1065.629609 Ha
Total charge = 0
LUMO level = -0.16 eV
Energy above the lowest of the compared OMol25 structures with the same formula, charge and spin = 1.594 eV

These are the Löwdin partial charges, in e, on atoms 1 to 8:
1 C -0.338
2 C -0.831
3 C -0.827
4 N -0.675
5 I 0.750
6 I 0.739
7 I 0.852
8 H -0.014

3 unconnected molecules or ions with the total composition C3H6IN2O2S in a non-equilibrium geometry, computed with the ωB97M-V functional and the def2-TZVPD basis.

Element x y z (Å)
C (-0.58224, 1.03531, 0.26483)
C (-0.74298, -1.01132, 1.23665)
C (-0.89645, 1.81030, -0.90232)
N (-1.36652, 0.00934, 0.44818)
N (-1.83722, 1.83893, -1.73156)
O (1.06721, -1.29550, -1.17777)
O (2.68568, -2.74936, 0.06283)
S (2.47336, -1.57914, -0.82822)
I (3.14500, 0.59963, 0.55306)
H (0.38501, 1.24253, 0.80462)
H (-1.48890, -1.68411, 1.39164)
H (-0.31496, -0.55565, 2.09556)
H (-0.16029, -1.65048, 0.63488)
H (0.21601, 2.83536, -1.24044)
H (-2.58270, 1.15417, -1.61193)

Cartesian forces (eV/Å) of the 3 atoms listed first:
C -0.8674 -2.1838 0.8020
C -0.7296 1.1737 -0.0810
C 2.3170 4.5494 -2.3397

Calculated values
Gap between HOMO and LUMO = 0.278 hartree
Total energy = -1073.758932 Ha
Total charge = -1
LUMO level = 2.99 eV
Energy above the lowest of the compared OMol25 structures with the same formula, charge and spin = 2.256 eV

These are the Löwdin partial charges, in e, on atoms 1 to 8:
1 C -0.242
2 C -0.139
3 C -0.302
4 N 0.016
5 N 0.057
6 O -0.595
7 O -0.580
8 S 0.366

3 unconnected molecules or ions with the total composition C3H6IN2O2S in a non-equilibrium geometry, computed with the ωB97M-V functional and the def2-TZVPD basis.

Element x y z (Å)
C (1.09421, 0.13480, -0.33914)
C (0.71744, -1.80481, 0.85682)
C (1.84015, 1.06947, -1.12192)
N (1.56750, -0.95763, 0.08251)
N (1.68401, 2.17353, -1.63928)
O (-3.42091, 2.01555, 0.51248)
O (-1.74231, 0.27787, 0.82798)
S (-3.12177, 0.71178, 1.09253)
I (-4.55305, -0.98121, -0.32938)
H (0.05949, 0.45020, -0.12217)
H (0.67566, -2.77830, 0.36371)
H (-0.29410, -1.40054, 0.98251)
H (1.18130, -1.95254, 1.83598)
H (3.52283, 0.39073, -1.46731)
H (0.78955, 2.65111, -1.53533)

Cartesian forces (eV/Å) of the 3 atoms listed first:
C -1.3215 -0.6833 0.8822
C -0.6523 -0.1510 0.3144
C 4.6279 -0.6162 -1.6270

Calculated values
Gap between HOMO and LUMO (alpha / beta) = 0.188 / 0.251 hartree
Spin multiplicity = 3
Total energy = -1073.647225 Ha
Total charge = -1
⟨S²⟩ = 2.01
LUMO level (alpha / beta) = 3.07 / 1.20 eV

These are the Löwdin partial charges, in e, on atoms 1 to 8:
1 C -0.240
2 C -0.137
3 C -0.294
4 N -0.009
5 N 0.082
6 O -0.595
7 O -0.641
8 S 0.247

A single C3H6INS molecule in a non-equilibrium geometry, computed with the ωB97M-V functional and the def2-TZVPD basis.

Element x y z (Å)
C (0.30940, -1.45446, -1.67149)
N (0.80922, -0.18847, -1.16747)
S (0.96145, -0.10528, 0.53451)
C (-0.38733, 0.89347, 0.87392)
C (-0.60944, 1.37441, 2.36755)
I (-2.26743, 2.52015, 2.84404)
H (-0.68546, -1.61375, -1.26277)
H (0.24049, -1.38860, -2.75562)
H (0.93748, -2.31045, -1.40733)
H (1.70238, 0.04870, -1.58631)
H (-1.02437, 1.23634, 0.08694)
H (0.01361, 0.98794, 3.14403)

Cartesian forces (eV/Å) of the 3 atoms listed first:
C -0.0635 -0.2389 -0.0171
N 0.4388 0.2111 0.2142
S -0.0083 -0.1311 -0.5020

Calculated values
SMILES string = CNS/C=C/I
Gap between HOMO and LUMO = 0.300 hartree
Total energy = -868.447694 Ha
Total charge = 0
LUMO level = 0.54 eV
Energy above the lowest of the compared OMol25 structures with the same formula, charge and spin = 0.883 eV

These are the Löwdin partial charges, in e, on atoms 1 to 8:
1 C -0.202
2 N -0.453
3 S 0.866
4 C -0.502
5 C -0.729
6 I 0.731
7 H 0.072
8 H 0.077

A molecular structure, C3H6LiO5Y in a non-equilibrium geometry, computed with the ωB97M-V functional and the def2-TZVPD basis.

Element x y z (Å)
H (0.53893, -1.23155, -2.62233)
C (1.05690, -1.54001, -1.69069)
C (0.65060, -0.55936, -0.59772)
O (-0.71276, -0.69286, -0.28768)
Y (4.41713, -0.86626, -1.48277)
O (2.42228, -1.58991, -1.85351)
H (0.64203, -2.53438, -1.42273)
H (0.88481, 0.46656, -0.94616)
H (1.27625, -0.76473, 0.29807)
C (-1.66007, 1.46901, 1.47740)
O (-1.03894, 2.56388, 1.50392)
O (-2.83935, 1.35737, 0.83608)
H (-3.07677, 2.20630, 0.44450)
Li (-0.35032, 1.99612, 3.23983)
O (-1.40458, 0.55437, 2.34708)
H (-0.80613, -0.83456, 0.75672)

Cartesian forces (eV/Å) of the 3 atoms listed first:
H 0.4423 -0.2149 0.2472
C -2.0992 -0.3802 -0.0203
C 0.4114 0.1003 0.5822

Calculated values
Gap between HOMO and LUMO (alpha / beta) = 0.246 / 0.227 hartree
Spin multiplicity = 2
Total energy = -539.713731 Ha
Total charge = +1
⟨S²⟩ = 0.75
LUMO level (alpha / beta) = -5.22 / -5.80 eV
Energy above the lowest of the compared OMol25 structures with the same formula, charge and spin = 0.171 eV

These are the Löwdin partial charges, in e, on atoms 1 to 8:
1 H 0.136
2 C -0.333
3 C -0.303
4 O -0.082
5 Y 1.575
6 O -0.528
7 H 0.135
8 H 0.120

2 unconnected molecules or ions with the total composition C3H6N in a non-equilibrium geometry, computed with the ωB97M-V functional and the def2-TZVPD basis.

Element x y z (Å)
C (1.28761, -0.36788, 0.52964)
C (1.08080, -0.99607, -0.63952)
C (0.15921, 0.13826, -0.23102)
N (-1.22071, 0.11019, 0.32656)
H (1.73139, -0.26658, 1.46345)
H (1.47998, -1.62660, -1.42142)
H (0.23241, 2.52931, -1.40001)
H (-1.84210, -0.46032, -0.22983)
H (-1.71026, 1.12296, 0.27898)
H (-1.19832, -0.18328, 1.32317)

Cartesian forces (eV/Å) of the 3 atoms listed first:
C -1.9669 -0.4717 -2.8808
C -0.6829 2.3537 1.7717
C 2.2976 -0.9601 -0.1944

Calculated values
Gap between HOMO and LUMO (alpha / beta) = 0.334 / 0.353 hartree
Total energy = -172.132093 Ha
Total charge = +1
LUMO level (alpha / beta) = -4.21 / -4.97 eV
Energy above the lowest of the compared OMol25 structures with the same formula, charge and spin = 6.164 eV

These are the Löwdin partial charges, in e, on atoms 1 to 8:
1 C 0.046
2 C 0.111
3 C -0.221
4 N 0.177
5 H 0.100
6 H 0.117
7 H 0.115
8 H 0.153

A gas-phase ion, C3H6N (charge +1) in a non-equilibrium geometry, computed with the ωB97M-V functional and the def2-TZVPD basis.

Element x y z (Å)
C (-0.01449, 0.32209, -1.05261)
C (0.52291, 0.66174, 0.33795)
C (0.31174, -0.74380, 0.73685)
N (-0.74098, -0.06673, 0.09076)
H (-0.43467, 1.13487, -1.47702)
H (0.31032, -0.51932, -1.75425)
H (0.76604, 1.64480, 0.73540)
H (0.69382, -1.57587, 0.08495)
H (0.20002, -1.02485, 1.71390)
H (-1.61471, 0.16708, 0.58407)

Cartesian forces (eV/Å) of the 3 atoms listed first:
C 1.6457 -0.9926 -0.8282
C 0.6377 -1.8029 -2.3838
C 2.5285 -1.8783 -1.0434

Calculated values
SMILES string = C1[C@H]2C[N@@H+]12
Gap between HOMO and LUMO = 0.512 hartree
Total energy = -172.284555 Ha
Total charge = +1
LUMO level = -3.46 eV
Energy above the lowest of the compared OMol25 structures with the same formula, charge and spin = 2.015 eV

These are the Löwdin partial charges, in e, on atoms 1 to 8:
1 C 0.008
2 C 0.030
3 C -0.023
4 N 0.028
5 H 0.098
6 H 0.180
7 H 0.176
8 H 0.161

A gas-phase ion, C3H6N (charge +1) in a non-equilibrium geometry, computed with the ωB97M-V functional and the def2-TZVPD basis.

Element x y z (Å)
C (1.64110, 0.29031, 0.00423)
C (-0.70642, -0.81226, 0.01054)
C (-1.30199, 0.52077, 0.00006)
N (0.70139, -0.50667, -0.00708)
H (1.64221, 1.38153, 0.03199)
H (2.63762, -0.16351, -0.03471)
H (-0.90611, -1.42291, 0.89682)
H (-0.89808, -1.41755, -0.87878)
H (-1.45562, 1.03301, -0.93564)
H (-1.35410, 1.09729, 0.91257)

Cartesian forces (eV/Å) of the 3 atoms listed first:
C 1.1781 0.6699 -0.0744
C -1.0374 -0.9681 -0.0385
C 1.1251 -0.2391 0.0721

Calculated values
Gap between HOMO and LUMO (alpha / beta) = 0.349 / 0.283 hartree
Total energy = -172.251030 Ha
Total charge = +1
LUMO level (alpha / beta) = -6.47 / -7.42 eV
Energy above the lowest of the compared OMol25 structures with the same formula, charge and spin = 2.927 eV

These are the Löwdin partial charges, in e, on atoms 1 to 8:
1 C 0.088
2 C -0.221
3 C 0.248
4 N 0.123
5 H 0.122
6 H 0.127
7 H 0.151
8 H 0.148

A single C3H6N2 molecule in a non-equilibrium geometry, computed with the ωB97M-V functional and the def2-TZVPD basis.

Element x y z (Å)
H (-0.52309, 1.59060, 2.27944)
N (0.21391, 1.27223, 1.48675)
C (-0.20199, 0.69814, 0.55356)
N (0.61130, -0.11367, -0.26940)
C (-0.15959, -1.33271, -0.29562)
C (-0.13431, -0.34678, -1.40842)
H (-1.27471, 0.52515, 0.36827)
H (0.70506, -1.93210, -0.73213)
H (-1.02558, -1.56903, 0.38967)
H (-1.01821, 0.08224, -1.57704)
H (0.33544, -0.91869, -2.34676)

Cartesian forces (eV/Å) of the 3 atoms listed first:
H 1.9798 -0.6213 -2.9743
N 1.3088 4.6179 8.7828
C -3.1854 -2.9115 -3.7662

Calculated values
SMILES string = [H]/N=C/N1CC1
Gap between HOMO and LUMO = 0.388 hartree
Total energy = -227.264724 Ha
Total charge = 0
LUMO level = 0.97 eV
Energy above the lowest of the compared OMol25 structures with the same formula, charge and spin = 4.357 eV

These are the Löwdin partial charges, in e, on atoms 1 to 8:
1 H 0.135
2 N 0.121
3 C -0.416
4 N -0.078
5 C -0.142
6 C -0.216
7 H 0.123
8 H 0.130

2 unconnected molecules or ions with the total composition C3H6N2 in a non-equilibrium geometry, computed with the ωB97M-V functional and the def2-TZVPD basis.

Element x y z (Å)
C (-0.29012, 1.41225, 0.70184)
C (-0.96691, -0.60662, -0.64109)
C (-0.09396, 0.13007, 0.27861)
N (-0.35599, 2.51484, 0.98388)
N (0.84395, -0.69410, 1.00074)
H (-1.19621, 0.09914, -1.37110)
H (-1.81539, -0.97642, 0.07869)
H (-0.55584, -1.37243, -1.15048)
H (1.57142, 1.11500, -1.47097)
H (1.25132, -1.50820, 0.40715)
H (1.60773, -0.11352, 1.18272)

Cartesian forces (eV/Å) of the 3 atoms listed first:
C 0.1895 -0.8410 -0.4386
C -2.6517 1.6573 3.7451
C 2.4767 -3.3157 0.0736

Calculated values
Gap between HOMO and LUMO (alpha / beta) = 0.256 / 0.385 hartree
Total energy = -227.240206 Ha
Total charge = 0
LUMO level (alpha / beta) = -0.84 / -0.33 eV
Energy above the lowest of the compared OMol25 structures with the same formula, charge and spin = 5.024 eV

These are the Löwdin partial charges, in e, on atoms 1 to 8:
1 C -0.273
2 C -0.066
3 C -0.426
4 N 0.163
5 N 0.076
6 H 0.060
7 H 0.143
8 H 0.033

A single C3H6N2 molecule in a non-equilibrium geometry, computed with the ωB97M-V functional and the def2-TZVPD basis.

Element x y z (Å)
C (-1.62582, 1.77464, -0.09627)
C (-1.41332, 0.48466, -0.00434)
N (-1.01911, -0.69183, 0.10161)
N (0.34818, -0.59103, 0.61802)
C (1.39740, -1.03234, -0.30133)
H (-1.64262, 2.38480, 0.80568)
H (-1.55489, 2.24160, -1.07331)
H (0.34051, -1.21896, 1.41172)
H (1.30973, -2.02452, -0.76868)
H (2.25230, -1.04641, 0.38064)
H (1.60765, -0.28061, -1.07372)

Cartesian forces (eV/Å) of the 3 atoms listed first:
C 0.2702 -0.3898 -0.0059
C 0.6474 -0.3595 -0.1091
N -0.6976 1.3477 0.1974

Calculated values
SMILES string = C=C=NNC
Gap between HOMO and LUMO = 0.372 hartree
Total energy = -227.307440 Ha
Total charge = 0
LUMO level = 1.11 eV
Energy above the lowest of the compared OMol25 structures with the same formula, charge and spin = 3.194 eV

These are the Löwdin partial charges, in e, on atoms 1 to 8:
1 C 0.007
2 C -0.183
3 N 0.030
4 N -0.148
5 C -0.135
6 H 0.061
7 H 0.054
8 H 0.094

A molecular structure, C3H6N2 in a non-equilibrium geometry, computed with the ωB97M-V functional and the def2-TZVPD basis.

Element x y z (Å)
C (-1.84134, -0.27179, -0.18522)
N (-0.86654, -0.05535, 0.59464)
N (1.50416, -1.17798, 0.24031)
C (1.01422, -0.03173, 0.03992)
C (1.31427, 1.24471, -0.18046)
H (-0.71700, -0.68307, 1.39026)
H (1.24929, -1.92555, -0.39213)
H (-2.53218, -1.10279, -0.07190)
H (-2.02137, 0.42137, -0.99684)
H (0.55838, 2.00709, -0.26811)
H (2.33812, 1.57508, -0.17047)

Cartesian forces (eV/Å) of the 3 atoms listed first:
C 0.0123 -0.0551 0.6188
N -0.6371 -0.2754 0.0080
N -1.4750 0.6113 0.7391

Calculated values
Gap between HOMO and LUMO = 0.303 hartree
Total energy = -227.293488 Ha
Total charge = 0
LUMO level = 0.26 eV
Energy above the lowest of the compared OMol25 structures with the same formula, charge and spin = 3.574 eV

These are the Löwdin partial charges, in e, on atoms 1 to 8:
1 C -0.037
2 N 0.022
3 N 0.080
4 C -0.415
5 C -0.023
6 H 0.095
7 H 0.049
8 H 0.075